No. 1
{"formula": "C19H9AuN5O4Se", "method": "ωB97M-V/def2-TZVPD", "e_above_lowest_kcal_mol": 9.9, "multiplicity": 3, "total_charge": 1, "lumo_energy_ev": [-3.762, -7.218], "homo_ha": [-0.44299, -0.44366], "orbital_gap_ev": [8.29, 4.85], "symbols": ["Au", "O", "C", "O", "C", "C", "C", "C", "C", "N", "C", "O", "O", "H", "H", "H", "Se", "N", "C", "C", "C", "C", "C", "N", "C", "C", "N", "C", "C", "C", "C", "C", "N", "H", "H", "H", "H", "H", "H"], "coordinates": [[-0.04377, 0.00421, -0.03165], [-0.28206, 3.46152, 2.55538], [-0.47052, 2.43566, 1.81799], [-0.55719, 2.29523, 0.60383], [-0.53855, 1.17555, 2.72529], [-0.74756, 1.20399, 4.08573], [-0.86012, -0.01337, 4.75054], [-0.73104, -1.19479, 4.04626], [-0.53077, -1.13927, 2.67656], [-0.40824, 0.03004, 2.03430], [-0.44921, -2.38878, 1.77047], [-0.30919, -3.43520, 2.39694], [-0.54307, -2.16934, 0.51510], [-0.84654, 2.15183, 4.59477], [-1.05093, -0.03108, 5.81603], [-0.80478, -2.16722, 4.51360], [5.31518, -0.02364, -5.67506], [3.53503, -0.02010, -5.63640], [3.22110, -0.01144, -4.37450], [1.82478, -0.00922, -3.91030], [0.75904, -0.02030, -4.80599], [-0.52916, -0.02366, -4.33196], [-0.72934, -0.01570, -2.96347], [0.28966, -0.00050, -2.09691], [1.57215, 0.00096, -2.55013], [2.69250, 0.00866, -1.56411], [2.36575, 0.01599, -0.26224], [3.33022, 0.01112, 0.64712], [4.68042, 0.00377, 0.30329], [5.01842, 0.00103, -1.02807], [4.01136, 0.00197, -1.98775], [4.30395, -0.00681, -3.42747], [5.51412, -0.01180, -3.90639], [0.97171, -0.02919, -5.86837], [-1.38226, -0.03627, -4.99659], [-1.72441, -0.02521, -2.54048], [3.01675, 0.00726, 1.68582], [5.43756, -0.00200, 1.07543], [6.05252, -0.00569, -1.35432]], "mulliken_spin": [0.563, 0.890, 0.053, 0.047, 0.037, -0.001, -0.010, 0.006, 0.002, 0.091, 0.014, 0.036, 0.163, -0.002, 0.000, 0.001, 0.000, 0.000, 0.000, 0.006, -0.002, 0.004, 0.003, 0.086, -0.032, 0.005, 0.024, -0.001, 0.003, -0.002, 0.007, 0.001, 0.000, 0.000, 0.000, 0.006, 0.001, 0.000, 0.000]}

No. 2
{"formula": "C19H9Br2GdN3O8", "method": "ωB97M-V/def2-TZVPD", "multiplicity": 8, "total_charge": -1, "lumo_energy_ev": [0.777, -1.643], "homo_ha": [-0.19160, -0.19164], "orbital_gap_ev": [5.99, 3.57], "symbols": ["Gd", "Br", "C", "C", "C", "C", "C", "N", "C", "O", "O", "H", "H", "H", "O", "C", "O", "C", "C", "C", "N", "C", "C", "C", "O", "O", "H", "H", "H", "Br", "C", "C", "N", "C", "C", "C", "C", "O", "O", "H", "H", "H"], "coordinates": [[0.70144, 0.07926, -0.44451], [2.77464, 0.79215, 2.51113], [3.38431, 1.79745, 1.01139], [4.45244, 2.68050, 1.07000], [4.81128, 3.30668, -0.10747], [4.29645, 2.93613, -1.37893], [3.23962, 2.03217, -1.33345], [2.76873, 1.53119, -0.12757], [2.54950, 1.57504, -2.60559], [2.99510, 1.84355, -3.72103], [1.42022, 0.90170, -2.39027], [4.85152, 3.01492, 2.03209], [5.42324, 4.20761, 0.00799], [4.59873, 3.44659, -2.26221], [-5.66941, -0.64659, -4.38303], [-5.18907, 0.27090, -3.71175], [-5.54689, 1.45708, -3.54410], [-3.96922, 0.08774, -2.84252], [-3.05081, -0.99502, -3.20297], [-1.87184, -1.11114, -2.48010], [-1.55403, -0.31082, -1.49189], [-2.43577, 0.65129, -1.06657], [-3.64681, 0.81344, -1.70612], [-2.12108, 1.49031, 0.12426], [-2.99101, 2.27912, 0.42390], [-0.89702, 1.27811, 0.56648], [-3.20234, -1.59947, -4.06311], [-1.08101, -1.84505, -2.69518], [-4.28687, 1.60260, -1.31097], [-2.20973, -0.26394, 4.40463], [-1.00082, -1.62612, 3.96942], [-0.67839, -2.59687, 4.91613], [0.09600, -3.65973, 4.60166], [0.53517, -3.81021, 3.37079], [0.37936, -2.79609, 2.40407], [-0.42487, -1.66112, 2.70053], [0.86975, -3.01084, 0.98582], [1.32631, -4.05975, 0.59851], [0.79775, -1.92518, 0.22353], [-0.98079, -2.58666, 5.93531], [1.06022, -4.75235, 3.04977], [-0.52403, -0.81858, 1.96196]], "mulliken_spin": [6.632, 0.001, -0.002, -0.001, 0.001, -0.001, -0.005, 0.022, 0.000, 0.005, 0.054, 0.000, 0.000, 0.000, 0.001, 0.001, -0.001, -0.004, 0.010, 0.003, 0.111, 0.008, 0.006, 0.000, 0.006, 0.093, 0.001, 0.003, 0.002, 0.000, 0.001, 0.000, 0.000, 0.000, -0.003, -0.003, 0.004, 0.005, 0.038, 0.000, 0.000, 0.011]}

No. 3
{"formula": "C2", "method": "ωB97M-V/def2-TZVPD", "e_above_lowest_kcal_mol": 257.8, "multiplicity": 2, "total_charge": -1, "lumo_energy_ev": [3.356, 4.065], "homo_ha": [-0.04277, -0.03143], "orbital_gap_ev": [4.52, 4.92], "symbols": ["C", "C"], "coordinates": [[-0.10367, -1.28261, 0.78697], [0.10367, 1.28261, -0.78697]], "mulliken_spin": [0.500, 0.500]}

No. 4
{"formula": "C2", "method": "ωB97M-V/def2-TZVPD", "e_above_lowest_kcal_mol": 31.2, "total_charge": 0, "lumo_energy_ev": -3.601, "homo_ha": -0.37889, "orbital_gap_ev": 6.71, "symbols": ["C", "C"], "coordinates": [[0.00000, 0.00000, 0.82246], [0.00000, 0.00000, -0.82246]], "mulliken_charge": [0.000, 0.000]}

No. 5
{"formula": "C2", "method": "ωB97M-V/def2-TZVPD", "e_above_lowest_kcal_mol": 84.3, "multiplicity": 2, "total_charge": 1, "lumo_energy_ev": [-10.870, -9.509], "homo_ha": [-0.60942, -0.61094], "orbital_gap_ev": [5.71, 7.12], "symbols": ["C", "C"], "coordinates": [[0.30795, -1.21650, 0.41160], [-0.30795, 1.21650, -0.41160]], "mulliken_spin": [0.500, 0.500]}